{
  "formula": "C42H94N4O7",
  "method": "ωB97M-V/def2-TZVPD",
  "elements": ["C", "C", "O", "H", "H", "H", "H", "H", "H", "C", "C", "O", "H", "H", "H", "H", "H", "H", "C", "C", "O", "H", "H", "H", "H", "H", "H", "C", "C", "C", "C", "C", "C", "N", "O", "C", "C", "C", "H", "H", "H", "H", "H", "H", "H", "H", "H", "H", "H", "H", "H", "H", "H", "H", "H", "H", "H", "C", "C", "C", "C", "C", "C", "N", "O", "C", "C", "C", "H", "H", "H", "H", "H", "H", "H", "H", "H", "H", "H", "H", "H", "H", "H", "H", "H", "H", "H", "C", "C", "C", "C", "C", "C", "N", "O", "C", "C", "C", "H", "H", "H", "H", "H", "H", "H", "H", "H", "H", "H", "H", "H", "H", "H", "H", "H", "H", "H", "C", "C", "C", "C", "C", "C", "N", "O", "C", "C", "C", "H", "H", "H", "H", "H", "H", "H", "H", "H", "H", "H", "H", "H", "H", "H", "H", "H", "H", "H"],
  "xyz": [[3.343, 1.044, 0.723], [4.341, -0.076, 0.818], [5.630, 0.221, 0.317], [3.335, 1.585, -0.227], [3.552, 1.792, 1.494], [2.321, 0.707, 0.886], [3.980, -0.961, 0.288], [4.329, -0.378, 1.870], [6.243, 0.410, 1.031], [0.890, 2.333, -5.504], [-0.138, 3.423, -5.246], [-0.243, 3.666, -3.858], [0.531, 1.337, -5.221], [1.778, 2.567, -4.919], [1.149, 2.186, -6.556], [-1.103, 3.151, -5.689], [0.201, 4.289, -5.817], [-0.579, 2.862, -3.452], [-2.302, -1.088, 7.465], [-0.956, -1.558, 6.933], [-0.737, -2.913, 7.341], [-3.091, -1.821, 7.283], [-2.559, -0.063, 7.201], [-2.294, -1.120, 8.562], [-0.194, -0.905, 7.358], [-0.960, -1.593, 5.847], [-0.260, -2.931, 8.174], [-2.193, -5.025, -6.411], [-1.733, -4.797, -4.971], [-0.307, -4.210, -5.013], [-0.224, -2.779, -5.534], [-1.124, -1.880, -4.671], [-2.585, -2.352, -4.581], [-2.560, -3.778, -4.329], [-3.823, -4.269, -3.965], [-3.259, -1.695, -3.356], [-3.302, -1.998, -5.900], [-1.774, -6.137, -4.267], [-3.244, -5.312, -6.478], [-1.584, -5.741, -6.971], [-2.128, -4.128, -7.034], [0.090, -4.240, -3.996], [0.258, -4.862, -5.684], [-0.615, -2.663, -6.549], [0.822, -2.486, -5.615], [-1.101, -0.903, -5.168], [-0.708, -1.697, -3.676], [-3.036, -2.267, -2.452], [-2.756, -0.765, -3.082], [-4.323, -1.557, -3.515], [-3.913, -1.095, -5.805], [-2.688, -1.878, -6.793], [-4.045, -2.755, -6.167], [-1.074, -6.850, -4.713], [-2.714, -6.680, -4.189], [-1.370, -6.060, -3.248], [-3.777, -4.530, -3.038], [1.749, -7.482, 1.955], [2.228, -6.415, 0.925], [1.002, -5.607, 0.560], [0.531, -4.555, 1.571], [1.685, -3.631, 1.920], [2.996, -4.388, 2.333], [3.238, -5.556, 1.483], [4.379, -6.261, 1.898], [4.115, -3.357, 2.064], [2.944, -4.693, 3.815], [2.702, -7.163, -0.323], [2.517, -8.174, 2.310], [0.970, -8.138, 1.561], [1.382, -6.977, 2.849], [1.084, -5.132, -0.423], [0.095, -6.218, 0.498], [0.173, -5.013, 2.502], [-0.327, -3.935, 1.296], [1.445, -2.999, 2.782], [1.806, -2.884, 1.128], [4.206, -3.051, 1.025], [3.790, -2.463, 2.603], [5.054, -3.725, 2.478], [3.873, -5.129, 4.177], [2.737, -3.788, 4.386], [2.112, -5.376, 3.992], [1.867, -7.634, -0.846], [3.354, -8.009, -0.098], [3.195, -6.458, -0.995], [5.065, -5.997, 1.275], [-2.446, 1.909, 3.490], [-2.167, 0.923, 2.338], [-3.480, 0.803, 1.523], [-3.244, -0.004, 0.269], [-2.148, 0.618, -0.591], [-0.837, 0.903, 0.142], [-1.179, 1.522, 1.435], [-0.022, 2.001, 2.093], [0.015, -0.345, 0.264], [-0.136, 1.978, -0.711], [-1.712, -0.401, 3.013], [-1.605, 1.972, 4.179], [-3.306, 1.518, 4.036], [-2.662, 2.918, 3.137], [-4.210, 0.382, 2.215], [-3.740, 1.826, 1.246], [-4.114, -0.142, -0.376], [-2.884, -1.006, 0.532], [-2.481, 1.521, -1.110], [-1.999, -0.098, -1.402], [0.538, -0.643, -0.647], [0.722, -0.400, 1.090], [-0.655, -1.182, 0.503], [0.937, 2.050, -0.511], [-0.148, 1.812, -1.789], [-0.577, 2.951, -0.484], [-0.775, -0.809, 2.623], [-2.466, -1.169, 2.844], [-1.390, -0.234, 4.040], [0.074, 2.888, 1.727], [1.524, 7.482, -1.246], [1.327, 7.286, 0.279], [1.918, 8.504, 1.005], [1.436, 8.735, 2.438], [-0.111, 8.832, 2.385], [-0.759, 7.583, 1.746], [-0.123, 7.356, 0.455], [-0.796, 6.353, -0.270], [-0.706, 6.447, 2.788], [-2.252, 7.877, 1.496], [1.967, 5.983, 0.732], [1.255, 6.597, -1.818], [0.909, 8.316, -1.593], [2.538, 7.790, -1.521], [3.012, 8.430, 0.961], [1.805, 9.363, 0.335], [1.606, 7.873, 3.078], [1.734, 9.691, 2.860], [-0.446, 9.691, 1.797], [-0.423, 8.953, 3.425], [0.308, 6.294, 3.169], [-0.922, 5.476, 2.335], [-1.355, 6.702, 3.622], [-2.821, 7.054, 1.079], [-2.311, 8.765, 0.855], [-2.717, 8.284, 2.399], [3.033, 6.053, 0.949], [1.422, 5.540, 1.566], [1.916, 5.245, -0.075], [-1.253, 6.821, -0.977]],
  "mulliken_charge": [-0.18, -0.32, -0.58, 0.33, 0.34, -0.18, 0.18, 0.23, 0.33, -0.72, -0.23, -0.30, -0.02, 0.27, 0.39, 0.25, 0.30, 0.19, -1.07, 0.25, -0.57, 0.31, 0.30, 0.35, 0.28, -0.12, 0.31, -1.75, 1.35, -0.82, -0.87, -1.20, 2.29, 0.45, -0.51, -2.22, -1.85, -1.92, 0.34, 0.41, 0.37, 0.15, 0.50, 0.30, 0.41, 0.32, 0.32, 0.52, 0.56, 0.30, 0.49, 0.28, 0.39, 0.41, 0.39, 0.33, 0.31, -1.80, 1.76, -1.15, -0.99, -0.90, 1.72, 0.41, -0.55, -1.93, -1.72, -1.98, 0.36, 0.45, 0.37, 0.17, 0.54, 0.38, 0.39, 0.44, 0.11, 0.44, 0.25, 0.48, 0.41, 0.40, 0.34, 0.38, 0.36, 0.46, 0.35, -2.11, 1.43, -1.44, -0.77, -0.98, 3.64, 0.71, -0.48, -2.60, -2.34, -1.08, 0.43, 0.42, 0.40, 0.49, 0.39, 0.49, 0.28, 0.77, -0.65, 0.61, 0.29, 0.13, -0.20, 0.08, 1.00, 0.05, 0.32, 0.10, 0.31, -2.08, 1.88, -1.42, -0.61, -1.23, 1.56, 0.36, -0.37, -1.89, -1.94, -1.51, 0.43, 0.47, 0.39, 0.44, 0.47, 0.33, 0.38, 0.42, 0.35, 0.36, 0.29, 0.51, 0.36, 0.48, 0.42, 0.26, 0.23, 0.36, 0.30],
  "smiles": "CC1(C)CCCC(C)(C)N1O.CC1(C)CCCC(C)(C)N1O.CC1(C)CCCC(C)(C)N1O.CC1(C)CCCC(C)(C)N1O.CCO.CCO.CCO",
  "lumo_energy_ev": 0.5,
  "fmax_ev_per_a": 2.4,
  "e_homo_ev": -8.06,
  "total_charge": 0
}